1.
67
Properties=species:S:1:pos:R:3:forces:R:3:nbo_charge:R:1 method="wB97M-V/def2-TZVPD" largest_force_ha_per_bohr=0.0022 de_lowest_kcal_mol=222.0 e_tot_ev=-130162.5462 homo_lumo_gap_ev=7.525 homo_energy_ha=-0.308
Al 0.9909 0.1273 0.1717 0.0 0.0 0.0 1.88
Cl 0.2039 -1.4058 -2.5607 -0.1 0.0 0.0 0.99
C 0.7986 -2.5546 -1.2562 0.0 0.0 0.0 -0.03
C 1.3895 -1.9163 -0.1951 0.0 0.0 0.0 -0.50
C 2.0051 -2.8142 0.6860 0.0 0.0 0.0 0.06
Cl 2.8485 -2.1988 2.0711 0.0 0.0 0.0 0.03
C 1.9938 -4.1964 0.5011 0.0 0.0 0.0 -0.11
Cl 2.7878 -5.2420 1.6071 0.0 0.0 0.0 0.07
C 1.3192 -4.7582 -0.5918 0.0 0.0 0.0 -0.09
Cl 1.2513 -6.4596 -0.8103 0.0 0.0 0.0 0.07
C 0.7041 -3.9152 -1.5014 0.0 0.0 0.0 -0.12
Cl -0.1713 -4.5328 -2.8524 0.0 0.0 0.0 0.05
O 2.4512 0.8991 1.1269 0.0 0.0 0.0 -0.65
C 2.4837 1.1969 2.3303 0.0 0.0 0.0 0.48
C 1.5441 0.7947 3.3206 0.0 0.0 0.0 -0.33
C 1.7514 1.2155 4.6429 0.0 0.0 0.0 -0.08
C 0.9119 0.7781 5.6259 0.0 0.0 0.0 -0.06
C -0.1419 -0.1086 5.3416 0.0 0.0 0.0 -0.11
C -0.3553 -0.5343 4.0629 0.0 0.0 0.0 -0.32
C 0.4666 -0.0832 2.9942 0.0 0.0 0.0 0.56
O 0.2378 -0.4823 1.7975 0.0 0.0 0.0 -0.81
N 1.1219 1.2234 7.0017 0.0 0.0 0.0 0.54
O 0.3533 0.8115 7.8491 0.0 0.0 0.0 -0.38
O 2.0494 1.9793 7.2183 0.0 0.0 0.0 -0.39
H 3.3318 1.8050 2.6673 0.0 0.0 0.0 0.16
H 2.5706 1.8785 4.8888 0.0 0.0 0.0 0.25
H -0.7697 -0.4442 6.1547 0.0 0.0 0.0 0.25
H -1.1545 -1.2238 3.8283 0.0 0.0 0.0 0.23
N 3.0792 -2.8022 -4.9268 0.0 0.0 0.0 -0.77
C 2.9835 -1.4939 -5.2207 0.0 0.0 0.0 0.11
S 3.9399 -0.7836 -6.3552 0.0 0.0 0.0 -0.15
C 1.9207 -0.7583 -4.4549 0.0 -0.1 0.0 -0.14
C 2.1485 0.5169 -4.1263 0.0 0.0 0.0 -0.17
C 1.2055 1.4155 -3.4352 0.0 0.0 0.0 -0.03
N 0.9857 1.5173 -2.1828 0.0 0.0 0.0 -0.11
C -1.5189 -1.2700 -2.3904 0.0 0.0 0.0 -0.50
C 0.7279 -1.5393 -4.1207 0.0 0.1 -0.1 -0.59
H 3.8072 -3.3370 -5.3694 0.0 0.0 0.0 0.41
H 2.5776 -3.1988 -4.1498 0.0 0.0 0.0 0.39
H 3.0913 0.9442 -4.4500 0.0 0.0 0.0 0.25
H 0.6648 2.1347 -4.0474 0.0 0.0 0.0 0.20
H -2.0994 -1.8179 -3.1096 0.0 0.0 0.0 0.26
H 0.4733 -2.4763 -4.5843 0.0 0.0 0.0 0.24
C -3.1572 0.6974 2.1540 0.0 0.0 0.0 -0.63
C -2.9350 2.0777 1.5475 0.0 0.0 0.0 -0.36
C -2.4975 2.0326 0.0675 0.0 0.0 -0.1 -0.27
C -2.3832 3.4624 -0.4984 0.0 0.0 0.0 -0.36
C -1.9755 3.5042 -1.9656 0.0 0.0 0.0 -0.64
C -3.5607 1.2831 -0.7208 0.0 -0.1 0.1 0.73
O -4.7091 1.6466 -0.7687 0.0 0.0 0.0 -0.57
N -3.1667 0.1445 -1.4131 0.0 0.0 0.0 -0.64
C -1.8716 -0.3182 -1.4800 0.0 0.0 -0.1 0.53
O 1.7102 0.6609 -1.4074 0.0 0.0 -0.1 -0.80
N -0.9545 0.1898 -0.6315 0.0 0.0 0.0 -0.76
C -1.1586 1.3505 -0.0040 0.0 0.0 0.0 0.76
O -0.1515 1.7999 0.5810 0.0 0.0 0.0 -0.68
H -3.3786 0.7782 3.2179 0.0 0.0 0.0 0.22
H -2.2725 0.0664 2.0445 0.0 0.0 0.0 0.21
H -4.0005 0.1898 1.6808 0.0 0.0 0.0 0.21
H -2.1603 2.6183 2.0934 0.0 0.0 0.0 0.22
H -3.8519 2.6662 1.5929 0.0 0.0 0.0 0.23
H -1.6494 3.9880 0.1147 0.0 0.0 0.0 0.22
H -3.3516 3.9419 -0.3500 0.0 0.0 0.0 0.22
H -1.0088 3.0189 -2.1173 0.0 0.0 0.0 0.23
H -1.8891 4.5362 -2.3046 0.0 0.0 0.0 0.22
H -2.7203 3.0158 -2.5992 0.0 0.0 0.0 0.20
H -3.8664 -0.2416 -2.0304 0.0 0.0 0.0 0.42

***

2.
66
Properties=species:S:1:pos:R:3:forces:R:3:nbo_charge:R:1 method="wB97M-V/def2-TZVPD" largest_force_ha_per_bohr=0.0178 de_lowest_kcal_mol=34.7 e_tot_ev=-78811.7162 homo_lumo_gap_ev=7.444 homo_energy_ha=-0.286
Au 0.0430 -0.3333 -0.3330 0.2 0.6 0.1 0.75
F -1.6105 -3.4950 -7.0467 0.0 0.0 0.0 -0.33
C -1.5723 -2.5790 -6.0589 0.0 0.1 0.1 0.40
C -2.7322 -1.9003 -5.7328 0.0 0.0 0.0 -0.29
C -2.6837 -0.9646 -4.7123 0.0 0.0 -0.1 -0.23
C -1.4963 -0.7100 -4.0303 0.1 0.1 0.3 -0.29
C -0.3488 -1.4080 -4.3881 0.0 0.1 0.1 -0.25
C -0.3782 -2.3517 -5.4084 0.1 -0.1 0.0 -0.29
Sb -1.4846 0.7260 -2.4198 -0.4 -0.4 -0.7 1.12
C -2.1948 2.2728 -3.7728 0.1 -0.2 0.5 -0.33
C -1.6571 2.3033 -5.0560 0.0 0.0 0.0 -0.20
C -2.0467 3.2751 -5.9642 0.0 0.1 -0.1 -0.28
C -2.9803 4.2136 -5.5680 0.1 -0.1 0.1 0.40
F -3.3668 5.1580 -6.4466 0.0 0.0 0.0 -0.32
C -3.5208 4.2210 -4.2984 -0.1 0.1 0.0 -0.28
C -3.1077 3.2506 -3.3954 0.0 0.0 0.0 -0.21
C -3.2603 -0.1341 -1.5843 0.0 0.3 -0.1 -0.35
C -3.1431 -1.4744 -1.2292 0.0 0.0 0.0 -0.22
C -4.1524 -2.1211 -0.5363 0.0 -0.1 0.1 -0.29
C -5.2812 -1.3997 -0.1987 0.1 0.0 -0.1 0.47
F -6.2640 -2.0156 0.4896 0.0 0.0 0.0 -0.34
C -5.4332 -0.0719 -0.5376 -0.1 0.0 0.0 -0.30
C -4.4096 0.5587 -1.2334 0.0 0.0 0.0 -0.20
H -3.6462 -2.1082 -6.2732 0.0 0.0 0.0 0.23
H -3.5853 -0.4256 -4.4446 0.0 0.0 0.0 0.22
H 0.5815 -1.2055 -3.8679 0.0 -0.1 0.0 0.22
H 0.5071 -2.9022 -5.6986 0.0 0.0 0.0 0.23
H -0.9342 1.5560 -5.3605 0.0 0.0 0.0 0.22
H -1.6445 3.3084 -6.9680 0.0 0.0 0.0 0.23
H -4.2519 4.9719 -4.0295 0.0 0.0 0.0 0.23
H -3.5004 3.2720 -2.3862 0.0 0.0 0.0 0.22
H -2.2415 -2.0252 -1.4860 -0.1 0.0 0.0 0.21
H -4.0689 -3.1590 -0.2423 0.0 0.0 0.0 0.23
H -6.3300 0.4578 -0.2447 0.0 0.0 0.0 0.23
H -4.5129 1.6078 -1.4789 -0.1 0.0 0.0 0.21
F -3.9012 1.3802 2.2807 0.2 0.1 0.0 -0.32
C -2.7773 2.1120 2.2683 -0.1 0.1 -0.1 0.96
F -2.9288 3.0544 1.3266 0.0 -0.1 0.1 -0.31
F -2.6919 2.7428 3.4568 0.0 -0.1 -0.2 -0.32
C -1.5281 1.2196 1.9505 0.1 0.0 0.4 0.04
O -1.5315 0.9064 0.6527 0.1 -0.2 -0.1 -0.89
C -0.2445 2.0352 2.3519 0.1 0.1 0.0 0.95
F -0.0572 2.1662 3.6777 0.0 0.0 -0.2 -0.32
F -0.2765 3.2652 1.8184 0.0 -0.2 0.1 -0.32
F 0.8748 1.4407 1.8685 -0.1 0.1 0.1 -0.34
C -1.5986 -0.0601 2.8501 -0.1 -0.1 0.0 0.95
F -0.4152 -0.7157 2.8182 -0.1 0.1 0.1 -0.33
F -1.8778 0.1917 4.1415 0.0 0.0 -0.2 -0.32
F -2.5239 -0.9049 2.3902 0.1 0.1 0.1 -0.31
O 2.3906 0.7693 -2.1552 0.1 0.0 0.1 -0.62
C 2.7957 0.4136 -1.0716 0.3 -0.3 0.3 0.77
O 2.3179 -0.4889 -0.2705 -0.3 0.1 -0.2 -0.83
C 4.0967 1.0545 -0.4853 -0.3 0.1 -0.5 -0.17
N 4.3258 0.3589 0.8243 -0.5 -0.2 0.2 -0.55
C 5.5682 -0.4564 0.7177 0.3 -0.2 -0.2 -0.22
C 5.7538 -0.6298 -0.7879 -0.1 0.1 0.0 -0.42
C 5.3200 0.7330 -1.3370 0.0 -0.1 0.1 -0.41
H 3.9125 2.1178 -0.3521 0.0 0.0 0.1 0.25
H 3.4173 -0.2490 0.8060 0.3 0.1 0.0 0.48
H 4.3100 0.9719 1.6324 0.0 0.1 0.0 0.43
H 5.4551 -1.3947 1.2551 -0.1 0.1 0.1 0.23
H 6.4012 0.1052 1.1391 -0.1 0.0 0.1 0.21
H 5.0832 -1.4060 -1.1611 0.1 0.0 0.0 0.23
H 6.7768 -0.8981 -1.0388 0.0 0.0 0.0 0.24
H 5.0437 0.7129 -2.3886 0.0 0.0 0.0 0.26
H 6.1047 1.4782 -1.1971 0.0 0.0 0.0 0.21

***

3.
62
Properties=species:S:1:pos:R:3:forces:R:3:nbo_charge:R:1 method="wB97M-V/def2-TZVPD" largest_force_ha_per_bohr=0.0210 de_lowest_kcal_mol=23.6 e_tot_ev=-144583.8697 homo_lumo_gap_ev=5.997 total_charge=+2 homo_energy_ha=-0.505
Ti -0.0058 -0.3821 0.6330 -0.1 0.0 -1.1 1.92
N 2.9007 2.1703 -3.8127 0.0 0.0 0.0 -0.51
C 3.1158 1.7798 -2.5581 0.0 0.0 0.0 0.35
N 2.2292 1.7915 -1.6046 0.0 0.0 0.0 -0.58
C 0.9633 2.2289 -1.9037 0.1 0.0 0.0 0.42
N 0.0114 2.2217 -1.0114 0.0 0.0 0.0 -0.39
N 0.3525 1.7047 0.2217 -0.1 0.0 -0.2 -0.31
C 0.7891 2.4667 1.1385 0.0 -0.1 0.4 0.15
C 1.0340 1.8215 2.4351 0.0 0.0 -0.2 0.14
C 1.5219 2.4853 3.5347 0.0 0.0 0.0 -0.19
C 1.7308 1.7645 4.7098 0.0 0.0 0.0 -0.09
C 1.4489 0.4117 4.7249 0.0 0.0 0.0 -0.22
C 0.9693 -0.1935 3.5725 0.0 0.0 0.0 0.12
N 0.7555 0.4941 2.4442 0.1 0.2 0.2 -0.54
C 0.6522 2.7126 -3.2447 0.0 0.0 0.1 -0.09
C -0.6014 3.2214 -3.6050 0.0 0.0 0.0 -0.17
C -0.8285 3.6550 -4.8907 0.0 0.0 0.0 -0.20
C 0.1947 3.5900 -5.8443 0.0 0.0 0.0 -0.14
C 1.4368 3.1000 -5.5102 0.0 0.0 0.0 -0.22
C 1.6601 2.6648 -4.2062 0.0 0.0 0.0 0.15
H 3.6545 2.1216 -4.4824 0.0 0.0 0.0 0.44
H 4.1163 1.4235 -2.3364 0.0 0.0 0.0 0.22
H 0.9539 3.5263 0.9726 0.1 0.0 0.0 0.24
H 1.7372 3.5434 3.4772 0.0 0.0 0.0 0.26
H 2.1115 2.2602 5.5926 0.0 0.0 0.0 0.26
H 1.5986 -0.1917 5.6086 0.0 0.0 0.0 0.26
H 0.7632 -1.2538 3.5506 0.0 0.0 0.0 0.25
H -1.3785 3.2843 -2.8557 0.0 0.0 0.0 0.23
H -1.7939 4.0539 -5.1683 0.0 0.0 0.0 0.24
H 0.0109 3.9342 -6.8528 0.0 0.0 0.0 0.24
H 2.2321 3.0543 -6.2435 0.0 0.0 0.0 0.24
C -2.3633 0.6233 -0.0574 0.0 0.1 0.0 -0.14
C -2.1585 0.1084 -1.3409 0.0 0.1 0.0 -0.17
C -1.9602 -1.2512 -1.5242 0.0 -0.1 0.0 -0.13
C -1.9232 -2.1043 -0.4212 0.0 0.0 0.0 -0.17
C -2.1663 -1.6046 0.8616 0.0 -0.1 0.1 -0.24
C -2.4007 -0.2352 1.0446 -0.1 0.0 0.2 -0.34
H -2.5018 1.6877 0.0726 0.0 0.0 0.0 0.26
H -2.1241 0.7850 -2.1830 0.0 0.0 0.0 0.26
H -1.7697 -1.6444 -2.5140 0.0 0.0 0.0 0.27
H -1.7068 -3.1569 -0.5466 0.0 0.0 0.0 0.28
H -2.1593 -2.2792 1.7077 0.0 0.0 0.0 0.28
H -2.6154 0.1515 2.0341 0.0 0.0 0.0 0.27
F 0.5607 -1.8445 1.4623 0.1 -0.2 0.2 -0.58
B 0.5623 -4.1965 2.1583 0.1 -0.1 0.0 1.48
F 0.2441 -3.8081 3.3810 0.0 0.0 0.0 -0.50
F -0.4007 -4.3919 1.2709 0.0 0.0 0.0 -0.50
F 1.8145 -4.4154 1.8350 0.0 0.0 0.0 -0.48
Br 5.6709 -4.7668 -0.1213 0.0 0.0 0.0 0.14
C 4.7608 -3.1311 0.0293 0.1 0.0 0.0 -0.09
C 5.1612 -2.2078 0.9874 0.0 0.0 0.0 -0.19
C 4.4955 -0.9945 1.1031 0.0 0.0 -0.1 -0.19
C 3.4123 -0.7158 0.2844 0.1 0.1 0.1 -0.23
C 3.0165 -1.6565 -0.6640 0.0 0.1 0.1 -0.13
C 3.6970 -2.8603 -0.8140 0.0 0.0 0.0 -0.19
C 1.8434 -1.4160 -1.5209 -0.3 0.0 -0.1 0.80
O 1.6325 -1.7764 -2.6295 0.1 0.0 0.0 -0.48
O 0.8153 -0.6908 -0.8724 0.4 0.1 0.3 -0.75
H 6.0007 -2.4364 1.6296 0.0 0.0 0.0 0.25
H 4.8415 -0.2651 1.8236 0.0 0.0 0.0 0.23
H 2.9406 0.2627 0.3090 0.0 -0.1 0.0 0.23
H 3.3839 -3.5754 -1.5625 0.0 0.0 0.0 0.25

***

| no. | E_LUMO (eV) |
| --- | --- |
| 1 | -0.86 |
| 2 | -0.35 |
| 3 | -7.76 |